No. 1
Entry from the Open Molecules 2025 dataset: a molecular structure, C50H59AsN3P2PbSi2Te (ωB97M-V/def2-TZVPD).

For the total energy, the calculation gives -6063.32608 Eh. The value obtained for the HOMO-LUMO gap is 5.26 eV.

```
! wB97M-V def2-TZVPD RIJCOSX def2/J DEFGRID3
* xyz -1 1
Pb -1.01419 0.15731 -0.49714
C -1.30105 -1.60944 2.69136
P -0.85941 -0.29256 3.95109
C -1.80542 -0.88012 5.41683
C -2.88272 -0.22168 6.00552
C -3.40456 -0.66036 7.21825
C -2.85916 -1.76049 7.86195
C -1.79101 -2.43518 7.28050
C -1.26704 -1.99313 6.07563
C -1.70287 1.26984 3.51235
C -2.42193 1.52069 2.34986
C -2.80984 2.81317 2.01048
C -2.49589 3.87624 2.84125
C -1.79181 3.64225 4.01752
C -1.38387 2.35731 4.33744
C -0.07700 -1.99922 1.90078
C 0.89204 -2.94224 2.21622
C 1.93033 -2.80622 1.25328
C 1.51621 -1.81471 0.37947
C 2.19522 -1.16040 -0.79295
P 2.93478 0.43147 -0.20776
C 4.58232 -0.20420 0.29633
C 5.04666 -0.33187 1.60172
C 6.30223 -0.87681 1.85218
C 7.11164 -1.29084 0.80675
C 6.65986 -1.16442 -0.50060
C 5.40721 -0.63053 -0.75032
C 3.31879 1.62486 -1.51394
C 2.27453 2.06996 -2.31891
C 2.42953 3.19950 -3.11039
C 3.62856 3.89054 -3.10049
C 4.67694 3.45561 -2.29608
C 4.52107 2.33652 -1.49582
N 0.30639 -1.31948 0.78440
H -1.66850 -2.45820 3.26623
H -2.09925 -1.27871 2.02264
H -3.31349 0.64231 5.51256
H -4.24276 -0.13505 7.66212
H -3.25652 -2.08662 8.81589
H -1.35401 -3.29152 7.78064
H -0.41394 -2.50095 5.63347
H -2.68896 0.71175 1.69097
H -3.33865 2.98785 1.07876
H -2.78468 4.88344 2.56473
H -1.53012 4.46946 4.66729
H -0.78785 2.18121 5.22802
H 0.86035 -3.63804 3.04563
H 2.83836 -3.39100 1.18017
H 2.99424 -1.77925 -1.19581
H 1.45635 -0.94774 -1.56653
H 4.44448 0.00415 2.42783
H 6.64539 -0.97468 2.87465
H 8.08936 -1.71304 1.00773
H 7.28600 -1.48397 -1.32534
H 5.05973 -0.53862 -1.77523
H 1.33066 1.53694 -2.32572
H 1.59614 3.54663 -3.71027
H 3.74654 4.77866 -3.71043
H 5.60638 4.01134 -2.27313
H 5.32782 2.02588 -0.84588
C -3.03393 4.89468 -2.80438
C -1.82082 5.39504 -2.34325
C -0.89299 4.58030 -1.71918
C -1.13722 3.19988 -1.51062
C -2.35449 2.70590 -2.03176
C -3.27967 3.53857 -2.64423
N -0.22427 2.38695 -0.83604
N 0.68219 3.15848 -0.16144
C 1.59024 2.72343 0.63925
C 2.25525 3.72167 1.47468
C 2.67285 3.39096 2.71429
C 2.53898 2.04057 3.20060
C 2.26937 1.04596 2.31639
C 1.96784 1.32200 0.93099
H -3.76545 5.53947 -3.27771
H -1.59697 6.44911 -2.47069
H 0.03626 4.98683 -1.35353
H -2.61276 1.66089 -1.95048
H -4.21575 3.11267 -2.99155
H 2.31227 4.74078 1.10434
H 3.11211 4.14367 3.36033
H 2.70570 1.81034 4.24712
H 2.27839 0.00569 2.63456
C -7.00713 -1.21735 -0.13922
Te -5.09790 -1.34812 0.81391
C -5.01513 -3.46797 0.54773
H -7.74462 -1.78886 0.42230
H -6.92155 -1.61019 -1.15249
H -7.31143 -0.17141 -0.17968
H -5.32852 -3.69591 -0.47069
H -5.66385 -3.96377 1.26653
H -3.98336 -3.79253 0.68703
C 1.52827 -3.33163 -4.04123
Si 1.03083 -1.55178 -4.45264
C 0.42307 -1.55278 -6.24482
C 2.68486 -0.65638 -4.54627
As -0.77829 -0.60386 -3.26296
Si -1.91275 -2.61977 -2.99675
C -2.04745 -3.65196 -4.58103
C -3.71454 -2.24337 -2.58065
C -1.27046 -3.77898 -1.65145
H 2.14688 -3.75033 -4.84211
H 0.65613 -3.97746 -3.91759
H 2.10114 -3.37843 -3.10827
H 1.19143 -1.90581 -6.94218
H 0.13276 -0.53772 -6.53206
H -0.46166 -2.18851 -6.35363
H 3.31025 -1.16341 -5.28779
H 3.21765 -0.66108 -3.59326
H 2.56857 0.38467 -4.85281
H -2.49269 -3.05477 -5.38412
H -2.68623 -4.52433 -4.40776
H -1.07785 -4.01028 -4.93535
H -4.17168 -1.64162 -3.37278
H -3.79778 -1.68523 -1.64385
H -4.28869 -3.17093 -2.47887
H -0.28437 -4.16693 -1.92805
H -1.94097 -4.63094 -1.49913
H -1.14968 -3.25772 -0.69345
*
```

=====

No. 2
Entry from the Open Molecules 2025 dataset: a single C5H8O molecule in a non-equilibrium geometry (ωB97M-V/def2-TZVPD).

For the total energy, the calculation gives -270.39641 Eh. The value obtained for the HOMO-LUMO gap is 9.04 eV.

```
! wB97M-V def2-TZVPD RIJCOSX def2/J DEFGRID3
* xyz 0 1
O -0.25186 -2.41670 0.24286
C -0.22910 -1.28842 0.90747
C 0.02603 0.00322 -1.00558
C 0.75976 -0.26603 0.30776
C 0.26279 1.09877 0.80348
C -0.98986 0.85254 -0.09570
H 0.43209 -2.53475 -0.45934
H -0.06482 -0.88937 -1.64908
H 0.45348 0.79208 -1.62521
H 1.81583 -0.58192 0.38298
H 0.16009 1.16568 1.88951
H 0.82488 1.95749 0.41725
H -1.78487 0.42382 0.53561
H -1.41444 1.68361 -0.65200
*
```

=====

No. 3
Entry from the Open Molecules 2025 dataset: 2 unconnected molecules or ions with the total composition H3S2 (ωB97M-V/def2-TZVPD).

For the total energy, the calculation gives -798.20013 Eh. The value obtained for the HOMO-LUMO gap is 7.13 eV.

```
! wB97M-V def2-TZVPD RIJCOSX def2/J DEFGRID3
* xyz -1 1
S 0.22070 -0.07434 1.62338
H 0.96417 1.03738 1.66544
S -0.26742 -0.03893 -1.62194
H -1.36771 0.55888 -2.08460
H -0.36621 0.11641 0.21573
*
```

=====

No. 4
Entry from the Open Molecules 2025 dataset: a molecular structure, C4H5AgMgO2 in a non-equilibrium geometry (ωB97M-V/def2-TZVPD).

For the total energy, the calculation gives -652.19674 Eh. The value obtained for the HOMO-LUMO gap is 4.78 eV.

```
! wB97M-V def2-TZVPD RIJCOSX def2/J DEFGRID3
* xyz 2 1
H -0.44808 -1.08352 -0.64986
C 0.34190 -0.22802 -0.96436
C 1.81843 -0.35072 -0.64267
C 1.87957 -0.04577 0.85614
C 0.58244 0.61889 1.20483
O -0.07200 0.78902 0.11004
O -0.04913 0.20489 -2.13757
Mg -1.64340 0.11273 -3.08820
Ag -1.54143 0.14682 3.16715
H 2.35460 0.39675 -1.24226
H 2.19412 -1.34813 -0.89908
H 2.70751 0.57869 1.21753
H 1.95155 -0.97327 1.45240
*
```